Below is a structure of composition C43H74N2O14, with properties calculated with wB97M-V/def2-TZVPD.

Last column: natural (NBO) charge in e.
Positions of all 133 atoms, in Å:
C1 -1.591 -1.184 -1.795  -0.33
O1 -0.980 -2.305 -1.176  -0.59
C2 -1.467 -2.374 0.122  0.04
H1 -2.627 -2.209 0.161  0.22
C3 -1.482 -4.152 0.297  0.14
O2 -0.220 -4.464 0.466  -0.66
H2 0.111 -4.249 -0.276  0.45
H3 -1.880 -4.142 1.346  0.19
C4 -2.408 -4.760 -0.635  -0.59
C5 -3.802 -4.682 -0.314  0.82
O3 -4.415 -4.132 0.757  -0.58
O4 -4.610 -4.835 -1.523  -0.53
C6 -5.918 -5.188 -1.494  0.03
C7 -6.323 -5.933 -2.406  -0.60
H4 -6.084 -5.670 -3.557  0.23
H5 -7.487 -6.224 -2.280  0.25
H6 -5.795 -7.126 -2.219  0.21
C8 -6.597 -3.676 -1.561  -0.44
C9 -6.618 -2.730 -0.444  -0.11
C10 -6.262 -1.584 0.029  -0.24
C11 -5.475 -0.796 -1.037  -0.22
C12 -4.942 0.434 -0.414  -0.16
C13 -4.869 1.046 0.868  0.04
O5 -4.454 2.321 1.019  -0.66
C14 -5.148 3.378 -0.123  0.46
O6 -4.633 3.381 -1.216  -0.48
C15 -3.431 3.775 -1.430  0.14
C16 -2.267 3.103 -1.495  -0.65
H7 -2.545 2.180 -2.147  0.20
H8 -1.340 3.432 -1.577  0.26
H9 -2.228 2.531 -0.562  0.23
C17 -3.165 5.051 -0.538  -0.01
N1 -2.171 6.073 -0.971  -0.49
C18 -2.816 6.866 -1.921  -0.40
H10 -3.482 6.422 -2.600  0.21
H11 -1.951 7.678 -2.423  0.17
H12 -3.343 7.783 -1.555  0.16
C19 -1.384 6.720 0.264  -0.31
H13 -1.971 7.415 0.675  0.18
H14 -0.989 6.085 0.704  0.16
H15 -0.549 7.218 -0.359  0.19
H16 -2.757 4.686 0.677  0.17
C20 -4.562 5.595 0.135  -0.45
H17 -4.347 6.371 0.764  0.21
H18 -5.202 5.988 -0.808  0.20
C21 -4.988 4.472 0.896  -0.49
H19 -4.514 4.254 1.879  0.26
H20 -6.034 4.673 1.197  0.22
H21 -3.517 4.491 -2.531  0.14
H22 -6.306 2.899 0.053  0.20
C22 -3.991 0.161 1.767  -0.22
C23 -4.263 0.628 3.189  -0.54
H23 -5.154 0.542 3.385  0.17
H24 -3.649 -0.090 4.050  0.16
H25 -3.896 1.563 3.459  0.20
C24 -2.487 0.304 1.671  -0.41
H26 -2.446 0.030 0.317  0.18
H27 -2.253 1.213 1.765  0.20
C25 -1.648 -0.757 2.195  -0.21
C26 -0.629 -0.232 3.531  -0.57
C27 -0.149 -1.269 4.133  0.42
O7 -0.343 -2.391 4.321  -0.48
H28 0.472 -0.708 4.928  0.04
H29 -1.468 0.511 3.909  0.31
H30 0.093 0.169 2.791  0.29
H31 -2.288 -1.663 2.694  0.21
C28 -0.791 -1.758 1.253  0.07
H32 -0.174 -2.265 1.913  0.19
O8 -0.015 -0.897 0.582  -0.58
C29 1.525 -0.998 1.108  0.35
O9 2.030 -0.005 1.748  -0.54
C30 3.410 -0.342 2.011  0.11
C31 3.619 0.624 3.017  -0.64
H33 4.692 0.655 3.269  0.22
H34 3.036 0.367 3.816  0.23
H35 3.769 1.681 2.606  0.24
H36 3.428 -1.282 2.203  0.18
C32 4.222 -0.113 0.597  0.11
H37 4.364 0.988 0.126  0.27
C33 3.716 -1.135 -0.362  -0.23
N2 4.414 -0.925 -1.606  -0.48
C34 4.128 0.015 -2.586  -0.35
H38 3.867 0.998 -1.822  0.16
H39 4.851 0.164 -3.219  0.19
H40 3.314 -0.015 -3.213  0.18
C35 4.638 -2.034 -2.446  -0.31
H41 3.791 -2.493 -2.856  0.19
H42 5.142 -3.215 -1.815  0.11
H43 5.338 -2.100 -3.046  0.18
H44 3.728 -2.132 -0.070  0.24
C36 2.322 -1.048 -0.517  0.13
O10 1.705 -1.984 -1.471  -0.77
H45 0.757 -2.003 -1.402  0.50
H46 1.904 0.116 -0.939  0.15
O11 5.708 -0.595 1.146  -0.54
C37 6.279 0.564 1.211  0.33
O12 6.636 1.379 0.051  -0.56
C38 7.109 0.791 -1.024  0.07
C39 7.323 1.885 -2.057  -0.63
H47 7.801 1.635 -2.970  0.22
H48 7.809 2.708 -1.670  0.20
H49 6.370 2.344 -2.395  0.20
C40 8.655 0.132 -0.790  0.05
O13 8.931 -0.521 -1.882  -0.69
H50 8.602 -1.286 -1.820  0.47
H51 9.278 1.032 -0.667  0.18
C41 8.469 -0.811 0.355  0.27
C42 9.889 -1.399 0.913  -0.63
H52 9.643 -2.207 1.583  0.23
H53 10.368 -1.690 -0.117  0.21
H54 10.455 -0.600 1.077  0.21
C43 7.730 0.010 1.530  -0.41
H55 7.524 -0.843 2.379  0.19
H56 8.418 0.600 1.938  0.20
O14 7.697 -1.967 -0.117  -0.77
H57 6.759 -1.830 -0.114  0.49
H58 6.397 0.052 -1.436  0.18
H59 6.273 1.318 1.951  0.19
H60 1.641 -2.177 1.101  0.20
H61 -4.361 -0.885 1.656  0.22
H62 -5.856 1.101 1.177  0.17
H63 -4.226 0.999 -1.312  0.18
H64 -5.297 -1.093 -1.946  0.19
H65 -6.533 -1.209 0.957  0.22
H66 -7.168 -3.233 0.607  0.15
H67 -6.017 -2.999 -2.334  0.18
H68 -7.329 -3.843 -2.144  0.21
H69 -6.289 -5.556 -0.415  0.21
H70 -2.195 -4.472 -1.513  0.24
H71 -1.921 -5.734 -0.453  0.28
H72 -1.381 -1.235 -3.018  0.20
H73 -1.081 -0.112 -1.495  0.22
H74 -2.906 -1.032 -1.853  0.22

Calculated values
Kohn-Sham gap in eV: 8.326
LUMO level in eV: 0.46
Highest occupied orbital energy in eV: -7.87
Spin multiplicity: 1
ΔE to the lowest compared entry with this formula, charge and spin in eV: 45.185